Entry from the Open Molecules 2025 dataset: a cluster of 2 separate species, C4H4FNOS in total (wB97M-V/def2-TZVPD).

## Properties
Energy above the lowest of the compared OMol25 structures with the same formula, charge and spin: 4.111 eV
HOMO: -8.266 eV
LUMO energy: -0.662 eV
E_tot: -782.70562 Ha
Largest force on an atom: 5.19 eV/Å

```
12
Properties=species:S:1:pos:R:3:forces:R:3
C 0.766 -1.011 -0.038 -3.79 3.05 1.81
C 0.578 -1.290 1.285 -0.04 -4.31 0.36
C -0.549 -0.553 1.910 1.69 1.17 -1.42
C -0.796 0.460 0.962 0.74 -4.38 1.45
H 1.425 -2.427 -1.001 0.50 2.26 -0.68
H 0.858 -2.393 1.581 -0.11 2.50 0.11
H -0.929 -0.771 2.962 0.46 0.73 -1.89
H 2.020 1.207 -1.798 -3.76 -0.23 0.90
N -0.209 0.050 -0.292 1.51 1.09 0.59
O 1.464 -1.407 -1.091 0.30 -3.42 0.39
F -1.753 1.335 1.084 -0.34 1.11 -0.89
S 0.135 1.103 -1.590 2.84 0.43 -0.74
```
Forces are in eV/Å.

---

Entry from the Open Molecules 2025 dataset: a structure of composition C4H4MgNaO2 (wB97M-V/def2-TZVPD).

## Properties
Energy above the lowest of the compared OMol25 structures with the same formula, charge and spin: 0.514 eV
2S+1: 2
HOMO (alpha / beta): -15.254 / -16.666 eV
LUMO energy (alpha / beta): -9.374 / -9.671 eV
Net charge: +2
E_tot: -666.98400 Ha
Largest force on an atom: 3.42 eV/Å

```
12
Properties=species:S:1:pos:R:3:forces:R:3
O -5.311 0.583 -4.193 0.10 0.59 0.59
C -4.826 0.285 -3.026 2.98 -1.13 -0.59
C -5.430 0.730 -1.863 -0.09 0.21 0.43
H -4.632 0.737 -4.868 0.00 -0.60 -0.26
H -5.310 0.072 -0.992 -0.03 0.13 -0.16
H -6.383 1.261 -1.967 0.08 -0.34 0.00
C -3.016 -0.571 -3.037 -3.03 1.53 -0.44
C -2.234 0.078 -2.244 -0.14 0.02 -0.03
O -2.230 1.005 -1.359 0.08 0.90 1.03
Mg -3.871 2.116 -1.105 0.10 -1.09 -0.72
H -2.872 -1.223 -3.890 -0.09 -0.04 0.36
Na -0.076 0.894 0.205 0.03 -0.19 -0.23
```
Forces are in eV/Å.

---

Entry from the Open Molecules 2025 dataset: a structure of composition C4H4N2 (wB97M-V/def2-TZVPD).

## Properties
Energy above the lowest of the compared OMol25 structures with the same formula, charge and spin: 6.128 eV
HOMO (alpha / beta): -8.432 / -8.467 eV
LUMO energy (alpha / beta): -1.353 / -1.211 eV
E_tot: -264.10122 Ha
Largest force on an atom: 3.15 eV/Å

```
10
Properties=species:S:1:pos:R:3:forces:R:3
C 0.654 -1.027 -0.485 -1.23 -2.65 -0.13
C 1.931 -0.773 -0.135 -0.13 1.32 -0.28
C 1.056 0.976 0.332 -0.47 -1.71 0.95
C -1.365 0.484 0.168 0.83 -0.67 -0.26
N 2.407 0.292 0.295 -0.27 0.82 -0.09
N 0.020 0.051 0.014 2.29 1.80 -1.20
H 0.238 -1.918 -0.911 -0.21 -0.07 0.14
H -2.167 -0.187 -0.166 0.69 -0.10 0.21
H -1.329 0.683 1.199 -1.20 0.14 1.49
H -1.444 1.419 -0.309 -0.31 1.11 -0.84
```
Forces are in eV/Å.

---

Entry from the Open Molecules 2025 dataset: a cluster of 3 separate species, C4H4N2 in total (wB97M-V/def2-TZVPD).

## Properties
Energy above the lowest of the compared OMol25 structures with the same formula, charge and spin: 3.327 eV
HOMO: -10.578 eV
LUMO energy: 1.280 eV
E_tot: -264.20418 Ha
Largest force on an atom: 1.98 eV/Å

```
10
Properties=species:S:1:pos:R:3:forces:R:3
C 1.954 1.403 0.224 0.11 -0.43 -0.32
C 2.117 0.453 -0.496 -0.06 0.46 0.31
N 0.456 -2.268 -0.152 -1.21 -0.44 1.50
N -0.223 -2.483 0.689 1.22 0.34 -1.48
C -2.609 -0.001 0.169 0.45 0.28 -0.17
C -1.590 0.536 -0.177 -0.48 -0.24 0.16
H 1.818 2.243 0.869 0.02 -0.14 -0.11
H 2.257 -0.396 -1.130 -0.03 0.17 0.12
H -3.514 -0.478 0.476 0.15 0.08 -0.05
H -0.667 0.991 -0.471 -0.17 -0.10 0.06
```
Forces are in eV/Å.

---

Entry from the Open Molecules 2025 dataset: an isolated molecule of C4H4N2 (wB97M-V/def2-TZVPD).

## Properties
Energy above the lowest of the compared OMol25 structures with the same formula, charge and spin: 4.760 eV
HOMO: -9.013 eV
LUMO energy: 0.652 eV
E_tot: -264.15151 Ha
Largest force on an atom: 4.97 eV/Å

```
10
Properties=species:S:1:pos:R:3:forces:R:3
C -0.195 1.083 0.018 -1.10 -0.13 -1.44
C -0.907 -0.020 0.033 0.07 -0.78 0.19
C 2.032 -1.274 -0.052 0.54 -1.80 -0.26
C -1.485 -1.205 0.132 2.21 4.38 -0.78
N 1.787 -0.147 -0.098 -0.01 0.82 0.26
N 1.241 1.014 0.208 -0.81 2.55 -0.02
H -0.713 2.010 -0.405 1.40 -1.08 0.86
H -2.019 -1.373 0.952 -2.00 -1.03 3.58
H -1.473 -1.908 -0.587 0.01 -2.08 -2.63
H 1.732 1.822 -0.201 -0.30 -0.85 0.26
```
Forces are in eV/Å.

---

Entry from the Open Molecules 2025 dataset: an isolated molecule of C4H4N2 (wB97M-V/def2-TZVPD).

## Properties
Energy above the lowest of the compared OMol25 structures with the same formula, charge and spin: 3.580 eV
HOMO: -8.657 eV
LUMO energy: 0.298 eV
E_tot: -264.19488 Ha
Largest force on an atom: 7.97 eV/Å

```
10
Properties=species:S:1:pos:R:3:forces:R:3
C 0.838 -0.346 1.357 -0.64 -0.75 0.94
C -0.093 -0.839 0.508 0.07 0.04 0.11
C 2.248 1.292 0.156 1.03 1.04 -0.58
C -0.193 0.613 -1.407 -2.64 1.26 7.42
N 1.705 0.556 0.862 0.23 0.82 -0.61
N -0.097 -0.469 -0.779 1.09 -0.27 -2.17
H 1.128 -0.513 2.382 -0.88 -1.16 0.13
H -0.708 -1.722 0.503 -0.30 -0.21 1.68
H -0.612 1.531 -0.798 0.92 -1.26 -1.64
H 0.067 0.619 -2.344 1.12 0.48 -5.27
```
Forces are in eV/Å.

---

Entry from the Open Molecules 2025 dataset: an isolated molecule of C4H4N2 (wB97M-V/def2-TZVPD).

## Properties
Energy above the lowest of the compared OMol25 structures with the same formula, charge and spin: 4.645 eV
HOMO: -7.791 eV
LUMO energy: 0.520 eV
E_tot: -264.15573 Ha
Largest force on an atom: 0.68 eV/Å

```
10
Properties=species:S:1:pos:R:3:forces:R:3
C -0.978 0.867 0.028 -0.02 -0.04 0.02
C 0.343 1.156 0.491 0.02 0.01 -0.03
N 1.159 0.153 0.639 -0.07 -0.34 -0.20
C 1.458 -1.011 0.347 -0.55 0.39 0.11
C -0.737 -1.350 -0.964 0.24 0.59 0.13
N -1.147 -0.222 -0.663 0.26 -0.25 0.05
H -1.828 1.520 0.198 0.13 -0.14 0.12
H 0.683 2.154 0.749 -0.04 -0.12 -0.19
H 1.700 -1.681 1.182 -0.16 -0.04 -0.26
H -0.698 -1.588 -2.036 0.19 -0.06 0.24
```
Forces are in eV/Å.

---

Entry from the Open Molecules 2025 dataset: an isolated molecule of C4H4N2O (wB97M-V/def2-TZVPD).

## Properties
Energy above the lowest of the compared OMol25 structures with the same formula, charge and spin: 2.724 eV
HOMO: -9.765 eV
LUMO energy: 0.621 eV
E_tot: -339.48156 Ha
Largest force on an atom: 1.01 eV/Å

```
11
Properties=species:S:1:pos:R:3:forces:R:3
N -1.621 0.028 2.103 0.31 -0.01 -0.23
C -0.945 0.003 1.047 -0.29 0.03 0.25
C -1.400 0.262 -2.260 1.00 -0.11 0.07
N -0.297 0.132 -1.871 -0.97 0.12 -0.28
C 0.962 -0.013 -1.323 0.14 0.00 0.17
C 1.236 -0.105 -0.018 0.01 0.01 -0.23
O 0.439 -0.090 1.077 0.01 0.00 0.02
H -1.022 -0.023 2.928 -0.01 -0.01 -0.02
H -1.413 0.055 0.072 0.14 -0.04 0.19
H 1.783 -0.043 -2.030 -0.12 -0.01 0.12
H 2.278 -0.206 0.277 -0.23 0.01 -0.05
```
Forces are in eV/Å.